[1]
DFT (the ωB97M-V functional and the def2-TZVPD basis) results for 9 unconnected molecules or ions with the total composition H18O9 at a distorted geometry.

DFT total energy (hartree): -687.93216
HOMO energy (eV): -10.6595
Energy above the lowest of the compared OMol25 structures with the same formula, charge and spin (kJ/mol): 245.8
LUMO (eV): -0.382
SMILES: O.O.O.O.O.O.O.O.O

Atoms and positions in Å:
O: -14.703 24.996 20.184
H: -14.835 24.320 20.841
H: -13.996 25.404 20.593
O: -13.791 23.227 18.116
H: -14.085 23.871 18.786
H: -13.605 22.461 18.655
O: -12.383 25.437 17.767
H: -12.808 24.569 17.660
H: -11.642 25.375 18.360
O: -10.990 28.659 17.128
H: -10.641 27.856 16.677
H: -11.830 28.743 16.725
O: -12.951 26.540 14.994
H: -12.334 26.417 15.735
H: -12.537 26.891 14.227
O: -13.988 27.367 18.189
H: -14.820 27.016 18.461
H: -13.423 26.634 17.979
O: -16.600 24.484 18.251
H: -16.639 23.568 18.343
H: -16.150 24.796 19.029
O: -12.282 25.851 20.883
H: -12.074 26.563 20.269
H: -12.108 25.032 20.500
O: -13.523 29.107 15.611
H: -14.197 29.000 16.258
H: -13.482 28.272 15.145

[2]
DFT (the ωB97M-V functional and the def2-TZVPD basis) results for a molecular structure, C9H17N5NiO3.

DFT total energy (hartree): -2360.82623
HOMO energy (alpha / beta) (eV): -4.6305 / -7.5183
Energy above the lowest of the compared OMol25 structures with the same formula, charge and spin (kJ/mol): 36.7
LUMO (alpha / beta) (eV): 0.456 / 0.424
⟨S²⟩: 2.07
Spin multiplicity: 3

Atoms and positions in Å:
Ni: 0.675 -0.261 -0.657
C: -0.016 0.970 4.241
O: -0.651 1.023 2.959
C: 0.070 0.917 1.847
O: -0.500 0.744 0.784
N: 1.419 1.024 1.971
N: 2.199 0.821 0.832
H: -0.821 1.030 4.965
H: 0.653 1.821 4.388
H: 0.506 0.017 4.364
H: 1.861 1.022 2.873
H: 2.753 -0.026 0.927
H: 2.790 1.625 0.666
C: -0.446 -1.830 -2.987
O: 0.635 -0.970 -3.385
C: 1.146 -0.210 -2.441
C: 2.247 0.616 -3.039
H: -0.065 -2.621 -2.343
H: -0.864 -2.238 -3.902
H: -1.193 -1.251 -2.445
H: 2.419 0.393 -4.093
H: 3.166 0.451 -2.473
H: 1.995 1.673 -2.925
N: 0.326 -2.583 4.019
C: 0.850 -2.665 2.711
C: 0.229 -1.999 1.678
N: 0.760 -1.970 0.391
C: 1.891 -2.739 0.256
C: 2.462 -3.399 1.302
N: 1.983 -3.370 2.586
H: -0.683 -2.557 4.038
H: 0.682 -3.344 4.581
H: -0.705 -1.479 1.842
H: 2.338 -2.782 -0.731
H: 3.353 -3.993 1.135

[3]
DFT (the ωB97M-V functional and the def2-TZVPD basis) results for a single C6H12N2O molecule at a distorted geometry.

DFT total energy (hartree): -420.49232
HOMO energy (eV): -9.0834
Energy above the lowest of the compared OMol25 structures with the same formula, charge and spin (kJ/mol): 240.4
LUMO (eV): 0.888
SMILES: CNC[C@@]12COC[C@@H]1N2

Atoms and positions in Å:
C: -0.256 2.883 -0.991
C: -0.557 0.494 -0.829
C: -0.189 -0.665 0.113
C: -0.574 -2.105 -0.239
C: 1.397 -2.112 1.085
C: 0.996 -0.671 0.911
H: 0.761 2.851 -1.407
H: -0.300 3.880 -0.489
H: -0.927 2.956 -1.845
H: -1.377 1.942 0.414
H: -1.513 0.238 -1.301
H: 0.113 0.619 -1.718
H: -0.516 -2.360 -1.308
H: -1.639 -2.320 0.038
H: 2.410 -2.265 0.598
H: 1.478 -2.417 2.162
H: 1.736 0.138 0.941
H: -0.526 0.513 1.874
N: -0.494 1.799 -0.127
N: -0.347 -0.466 1.571
O: 0.326 -2.932 0.545

[4]
DFT (the ωB97M-V functional and the def2-TZVPD basis) results for a molecular structure, C2H2OS2 at a distorted geometry.

DFT total energy (hartree): -948.85892
HOMO energy (alpha / beta) (eV): -8.0099 / -10.0943
Energy above the lowest of the compared OMol25 structures with the same formula, charge and spin (kJ/mol): 188.0
LUMO (alpha / beta) (eV): -1.047 / -3.584
⟨S²⟩: 2.04
Spin multiplicity: 3

Atoms and positions in Å:
C: 1.382 0.199 -0.541
C: 0.217 -0.006 0.261
O: 1.890 -0.706 -1.178
S: -0.297 -1.341 0.848
S: -1.263 1.768 0.331
H: 1.868 1.179 -0.616
H: -2.192 1.494 1.221

[5]
DFT (the ωB97M-V functional and the def2-TZVPD basis) results for a molecular structure, C2H6CsO3.

DFT total energy (hartree): -325.56300
HOMO energy (eV): -3.3254
Energy above the lowest of the compared OMol25 structures with the same formula, charge and spin (kJ/mol): 0.0
Total charge: -1
LUMO (eV): 2.403

Atoms and positions in Å:
O: -2.332 0.786 0.439
Cs: 0.781 0.075 -0.487
O: -1.532 0.232 1.521
C: -3.450 -0.035 0.216
C: -3.097 -1.442 -0.244
H: -4.061 -0.075 1.137
H: -4.039 0.481 -0.560
H: -2.603 -2.001 0.563
H: -4.005 -1.989 -0.531
H: -2.434 -1.413 -1.123
O: 3.160 -1.462 -1.788
H: 3.378 -2.386 -1.926

[6]
DFT (the ωB97M-V functional and the def2-TZVPD basis) results for a molecular structure, C30H42F9I3NO10S3 at a distorted geometry.

DFT total energy (hartree): -4961.22402
HOMO energy (eV): -6.8377
Energy above the lowest of the compared OMol25 structures with the same formula, charge and spin (kJ/mol): 710.2
Total charge: -1
LUMO (eV): 0.486

Atoms and positions in Å:
C: -2.927 -1.060 3.472
C: -2.624 -1.498 2.147
C: -2.397 -1.994 0.565
C: -2.867 -3.539 0.286
C: -2.982 -4.497 1.618
C: -4.560 -4.741 2.117
C: -5.048 -3.701 3.282
O: -6.084 -2.878 2.957
O: -4.515 -3.602 4.650
C: -5.513 -3.088 5.603
C: -5.473 -1.424 5.764
C: -0.764 -1.767 0.245
C: 0.133 -2.801 1.123
I: 0.503 -4.954 0.652
C: 0.813 -2.404 2.424
C: 1.745 -3.485 3.300
I: 0.682 -0.414 3.342
C: -0.426 -1.635 -1.348
I: -0.050 0.523 -1.837
C: 0.988 -2.311 -1.860
C: 2.341 -1.675 -1.141
C: 3.309 -0.913 -2.273
C: 4.179 0.329 -1.628
C: 3.938 1.695 -2.542
C: 4.488 1.501 -4.102
C: 3.447 2.266 -5.156
O: -1.453 -2.125 -2.270
S: -2.971 -1.378 -2.075
O: -3.199 -0.217 -3.120
O: -3.997 -2.480 -2.564
C: -3.341 -0.906 -0.307
C: -4.898 -1.052 0.176
C: -6.044 -0.656 -0.918
C: -7.208 -1.857 -0.937
F: -8.351 -1.256 -1.719
F: -7.752 -2.131 0.419
F: -6.794 -3.063 -1.690
O: -2.873 0.393 0.151
C: -3.504 1.559 -0.418
C: -2.893 2.859 0.451
C: -1.569 3.530 -0.245
H: -3.010 -0.700 4.592
H: -3.938 -3.632 -0.236
H: -2.120 -3.963 -0.544
H: -2.259 -4.224 2.494
H: -2.634 -5.581 1.252
H: -5.263 -4.821 1.185
H: -4.541 -5.823 2.621
H: -6.605 -3.498 5.438
H: -5.183 -3.496 6.675
H: -5.474 -0.984 4.658
H: -6.490 -1.030 6.245
H: -4.524 -1.084 6.378
H: -0.568 -0.660 0.652
H: 1.117 -4.444 3.617
H: 2.206 -3.000 4.267
H: 2.621 -3.876 2.609
H: 1.085 -1.943 -2.996
H: 0.985 -3.475 -1.936
H: 2.972 -2.570 -0.722
H: 2.092 -0.977 -0.222
H: 2.653 -0.427 -3.144
H: 4.075 -1.712 -2.680
H: 5.316 0.026 -1.737
H: 3.924 0.536 -0.491
H: 2.756 1.833 -2.630
H: 4.428 2.656 -2.045
H: 5.591 1.939 -4.185
H: 4.550 0.366 -4.425
H: 3.426 3.426 -4.889
H: 2.356 1.847 -4.999
H: 3.799 2.186 -6.276
H: -5.027 -0.276 1.076
H: -5.199 -2.088 0.630
H: -6.629 0.304 -0.516
H: -5.662 -0.370 -1.984
H: -4.662 1.667 -0.300
H: -3.244 1.824 -1.530
H: -3.745 3.656 0.540
H: -2.700 2.465 1.560
H: -1.571 3.520 -1.415
H: -0.611 2.966 0.169
H: -1.513 4.665 0.121
C: 10.628 5.701 0.112
F: 11.684 4.987 0.598
F: 10.275 6.582 1.096
F: 11.120 6.466 -0.909
S: 9.231 4.652 -0.416
O: 8.828 3.941 0.800
O: 9.792 3.800 -1.466
N: 8.279 5.827 -0.892
S: 6.900 5.289 -1.461
O: 5.981 4.693 -0.487
O: 6.955 4.599 -2.753
C: 6.168 6.915 -1.843
F: 6.913 7.624 -2.744
F: 6.066 7.713 -0.738
F: 4.912 6.830 -2.370

Question: Number 2 is which compound?
Answer: C9H17N5NiO3

Question: Which of these has the highest DFT total energy?
Answer: C2H6CsO3

Question: Number 4 is which compound?
Answer: C2H2OS2